Computed, not measured: C35H54O6P3PdSe as an isolated structure, with the ωB97M-V functional and the def2-TZVPD basis.

Properties
HOMO (eV): -3.02
E_LUMO (eV): 2.44
ΔE to the lowest compared entry with this formula, charge and spin (eV): 0.279
Orbital gap (eV): 5.5

```
! RIJCOSX wB97M-V def2-TZVPD def2/J DEFGRID3
* xyz -1 1
Pd -0.89 -0.49 -0.41
C 1.77 -1.39 -3.38
C 3.15 -1.51 -2.76
C 3.73 -2.91 -2.82
O 3.15 -1.02 -1.38
P 2.37 -1.72 -0.19
O 1.40 -2.76 -0.55
C 1.73 -0.26 0.66
P 0.94 -0.51 2.24
O 0.07 -1.68 2.44
O 2.25 -0.49 3.18
C 2.16 -0.21 4.59
C 3.56 0.14 5.05
C 1.57 -1.38 5.34
O 0.24 0.88 2.60
C -1.14 0.99 3.05
C -1.12 1.80 4.32
C -1.97 1.62 1.95
O 3.50 -2.34 0.76
C 4.62 -1.63 1.32
C 5.00 -2.39 2.57
C 5.76 -1.56 0.32
H 1.83 -1.69 -4.43
H 1.42 -0.36 -3.33
H 1.06 -2.04 -2.87
H 3.83 -0.81 -3.25
H 3.06 -3.62 -2.34
H 4.70 -2.95 -2.34
H 3.84 -3.20 -3.87
H 1.10 0.29 -0.08
H 2.56 0.44 0.83
H 1.53 0.68 4.70
H 4.22 -0.73 4.96
H 3.55 0.45 6.10
H 3.97 0.95 4.45
H 2.19 -2.27 5.20
H 0.57 -1.62 4.97
H 1.52 -1.15 6.40
H -1.50 -0.02 3.24
H -0.68 2.78 4.14
H -0.56 1.31 5.11
H -2.14 1.95 4.68
H -1.60 2.62 1.70
H -3.01 1.70 2.29
H -1.95 0.99 1.05
H 4.30 -0.62 1.59
H 5.32 -3.40 2.31
H 4.15 -2.46 3.24
H 5.82 -1.89 3.09
H 6.06 -2.57 0.03
H 6.62 -1.07 0.78
H 5.48 -1.01 -0.57
C -3.75 0.27 -2.03
P -2.82 -1.12 -1.28
C -2.64 -2.18 -2.76
C -1.87 -1.65 -3.81
C -1.65 -2.39 -4.96
C -2.17 -3.67 -5.08
C -2.92 -4.20 -4.05
C -3.16 -3.46 -2.90
C -4.14 -2.00 -0.36
C -5.47 -2.08 -0.77
C -6.41 -2.76 -0.01
C -6.02 -3.39 1.17
C -4.70 -3.33 1.58
C -3.77 -2.63 0.83
H -4.58 -0.04 -2.66
H -3.02 0.84 -2.62
H -4.11 0.93 -1.24
H -1.43 -0.67 -3.70
H -1.05 -1.96 -5.76
H -1.99 -4.25 -5.98
H -3.32 -5.21 -4.13
H -3.75 -3.90 -2.10
H -5.78 -1.60 -1.69
H -7.44 -2.81 -0.33
H -6.75 -3.93 1.76
H -4.39 -3.82 2.50
H -2.73 -2.55 1.14
C -0.62 7.72 -0.74
C -0.48 6.24 -1.02
C 0.32 5.43 -0.24
C 0.46 4.06 -0.49
C 1.36 3.25 0.39
C -0.22 3.47 -1.56
Se -0.04 1.61 -2.00
C -1.04 4.29 -2.37
C -1.79 3.73 -3.54
C -1.15 5.65 -2.09
H -0.03 8.00 0.13
H -1.66 7.99 -0.55
H -0.28 8.32 -1.59
H 0.86 5.86 0.60
H 1.74 3.85 1.22
H 2.20 2.86 -0.19
H 0.83 2.39 0.79
H -2.46 2.93 -3.22
H -1.11 3.27 -4.26
H -2.37 4.51 -4.03
H -1.78 6.26 -2.72
*
```

Computed, not measured: C35H34AuClNOSi2 as an isolated structure in a non-equilibrium geometry, with the ωB97M-V functional and the def2-TZVPD basis.

Properties
HOMO (spin up / spin down) (eV): -10.30 / -10.43
E_LUMO (spin up / spin down) (eV): -2.48 / -4.78
Orbital gap (spin up / spin down) (eV): 7.8 / 5.7

```
! RIJCOSX wB97M-V def2-TZVPD def2/J DEFGRID3
* xyz 1 3
C -1.86 -0.75 5.63
C -2.81 -0.34 4.65
C -2.56 -1.08 3.45
H -3.60 0.40 4.78
C -1.47 -1.96 3.70
C -1.05 -1.76 5.05
H -0.27 -2.32 5.57
H -1.76 -0.35 6.64
H -3.11 -1.01 2.51
H -1.05 -2.68 3.00
Au 1.35 0.20 2.23
Si 0.11 -0.10 -3.20
C 0.35 1.48 -4.15
C 1.60 1.80 -4.72
H 2.47 1.17 -4.50
C 1.73 2.90 -5.57
H 2.70 3.12 -6.02
C 0.63 3.71 -5.84
H 0.73 4.57 -6.51
C -0.62 3.42 -5.27
H -1.48 4.05 -5.48
C -0.75 2.32 -4.42
H -1.72 2.12 -3.95
C 0.67 -1.55 -4.21
C 0.08 -1.63 -5.49
H -0.64 -0.87 -5.82
C 0.38 -2.69 -6.35
H -0.10 -2.76 -7.32
C 1.29 -3.68 -5.95
H 1.53 -4.51 -6.63
C 1.89 -3.60 -4.69
H 2.60 -4.38 -4.38
C 1.57 -2.56 -3.81
H 2.02 -2.52 -2.81
H -1.34 -0.25 -3.01
Si 0.94 0.10 -0.05
C -0.01 -1.56 -0.02
C -1.32 -1.58 -0.52
H -1.79 -0.66 -0.86
C -2.02 -2.79 -0.63
H -3.04 -2.77 -1.01
C -1.40 -3.99 -0.27
H -1.94 -4.93 -0.36
C -0.09 -3.96 0.26
H 0.39 -4.90 0.55
C 0.59 -2.75 0.41
H 1.58 -2.74 0.86
C -0.14 1.64 -0.10
C -1.36 1.60 0.58
H -1.55 0.84 1.35
C -2.36 2.53 0.28
H -3.33 2.45 0.78
C -2.12 3.54 -0.65
H -2.90 4.26 -0.90
C -0.86 3.64 -1.26
H -0.66 4.44 -1.97
C 0.14 2.72 -0.96
H 1.13 2.79 -1.43
H 0.84 0.00 -1.64
Cl 2.99 0.27 -0.47
O 1.04 3.00 3.67
C 0.17 2.21 4.49
C 1.01 1.15 5.12
C 1.25 1.15 6.49
C 2.02 0.14 7.06
C 2.62 -0.80 6.22
C 2.39 -0.73 4.85
N 1.64 0.27 4.32
H 0.62 3.87 3.53
H -0.26 2.83 5.30
H -0.67 1.80 3.90
H 0.80 1.96 7.07
H 2.15 0.10 8.14
H 3.23 -1.60 6.60
H 2.77 -1.46 4.15
*
```

Computed, not measured: the molecule H3NP2S in a non-equilibrium geometry, with the ωB97M-V functional and the def2-TZVPD basis.

Properties
HOMO (eV): -9.10
E_LUMO (eV): -0.81
ΔE to the lowest compared entry with this formula, charge and spin (eV): 0.572
Orbital gap (eV): 8.3

```
! RIJCOSX wB97M-V def2-TZVPD def2/J DEFGRID3
* xyz 0 1
P 0.59 0.14 0.60
N -0.96 0.34 -0.20
P -2.23 -0.74 -0.12
S -3.82 0.37 0.19
H 0.90 -1.25 0.09
H 1.51 0.58 -0.38
H -1.04 1.36 -0.03
*
```

Computed, not measured: C25H18BCl3F9IN4O3STeTi as an isolated structure in a non-equilibrium geometry, with the ωB97M-V functional and the def2-TZVPD basis.

Properties
HOMO (spin up / spin down) (eV): -5.66 / -6.13
E_LUMO (spin up / spin down) (eV): 1.78 / 0.48
ΔE to the lowest compared entry with this formula, charge and spin (eV): 3.965
Orbital gap (spin up / spin down) (eV): 7.4 / 6.6

```
! RIJCOSX wB97M-V def2-TZVPD def2/J DEFGRID3
* xyz -1 2
Ti -1.27 0.20 1.05
C 2.53 -1.75 1.67
C 1.95 -2.34 0.43
N 2.53 -3.42 -0.07
C 1.99 -3.99 -1.15
C 0.90 -3.48 -1.82
C 0.32 -4.24 -2.98
O -1.00 -4.72 -2.72
C 0.33 -2.28 -1.36
C -0.80 -1.71 -2.11
N -0.89 -0.47 -2.37
C -2.08 -0.01 -2.98
C -3.29 -0.70 -2.90
C -4.44 -0.22 -3.49
C -4.42 0.98 -4.18
C -3.24 1.71 -4.24
C -2.09 1.22 -3.63
I -0.44 2.49 -3.62
C 0.81 -1.75 -0.16
O 0.22 -0.75 0.48
H 3.52 -2.17 1.84
H 1.89 -1.97 2.53
H 2.60 -0.66 1.60
H 2.45 -4.91 -1.49
H 0.98 -5.08 -3.22
H 0.25 -3.62 -3.88
H -1.12 -4.77 -1.76
H -1.53 -2.44 -2.45
H -3.35 -1.61 -2.31
H -5.36 -0.78 -3.39
H -5.31 1.37 -4.64
H -3.22 2.67 -4.72
S 1.96 3.31 3.39
C 0.39 3.60 4.03
C -0.59 3.32 3.13
C -0.06 2.86 1.89
C 1.31 2.81 1.88
C 2.15 2.34 0.77
C 3.53 2.46 0.74
C 4.20 1.91 -0.34
C 3.49 1.26 -1.33
C 2.10 1.20 -1.22
N 1.46 1.74 -0.19
H 0.27 3.95 5.04
H -1.64 3.43 3.30
H 4.07 2.96 1.53
H 5.28 1.98 -0.41
H 3.98 0.80 -2.18
H 1.48 0.70 -1.95
F -1.96 0.33 2.72
Te -1.16 3.20 0.01
F -1.65 4.88 0.78
F -2.60 2.66 1.22
F 0.36 4.37 -0.59
F -2.58 3.66 -1.22
O -1.59 1.15 -0.36
F -2.24 -3.33 -0.02
B -2.54 -2.56 1.09
F -2.73 -1.14 0.55
F -1.45 -2.40 1.93
F -3.68 -2.93 1.72
Cl 3.73 0.45 5.31
C 2.03 0.12 5.68
Cl 1.88 -1.48 6.42
Cl 1.40 1.35 6.79
C 1.27 0.14 4.44
N 0.69 0.12 3.45
*
```